[1]
Molecular formula: C5H12O2
Method: DFT, the ωB97M-V functional and the def2-TZVPD basis

```
19
Properties=species:S:1:pos:R:3
C 1.03 -1.50 -0.16
C 0.49 -0.28 -0.16
C -0.08 0.48 0.94
C -0.58 1.71 0.74
C -1.07 2.61 1.84
H 0.98 -2.20 -0.97
H 1.57 -1.92 0.70
H 0.64 0.28 -1.08
H -0.26 -0.07 1.86
H -0.10 2.18 -0.12
H -0.59 3.58 1.77
H -0.75 2.20 2.80
H -2.16 2.72 1.86
O 3.08 -2.39 -2.43
H 2.55 -3.03 -1.93
H 3.18 -2.82 -3.29
O -2.92 -0.81 -0.84
H -3.05 0.14 -0.83
H -1.96 -0.88 -0.71
```

- Spin multiplicity: 1
- ΔE to the lowest compared entry with this formula, charge and spin: 66.4 kcal per mole
- Molecular weight: 104.1 g/mol
- E_HOMO: -8.51 eV
- Lowest unoccupied orbital energy: 0.44 eV
- SMILES string: C=C/C=C/C.O.O
- Kohn-Sham gap: 8.95 eV

[2]
Molecular formula: C4H12N3O
Method: DFT, the ωB97M-V functional and the def2-TZVPD basis

```
20
Properties=species:S:1:pos:R:3
N -0.14 3.33 0.43
C -0.29 1.88 0.53
N -0.84 1.30 -0.70
C -1.07 -0.17 -0.56
C 0.05 -1.10 -0.93
N 1.04 -1.16 0.18
C 0.82 -2.45 1.00
O 0.82 -3.57 0.29
H 0.62 3.57 -0.19
H -0.97 3.70 -0.03
H 0.65 1.48 0.81
H -1.00 1.68 1.33
H -0.11 1.38 -1.40
H -1.44 -0.50 0.40
H -1.91 -0.33 -1.25
H -0.32 -2.13 -1.02
H 0.62 -0.92 -1.85
H 1.95 -1.34 -0.24
H -0.14 -2.26 1.54
H 1.70 -2.39 1.67
```

- Spin multiplicity: 1
- ΔE to the lowest compared entry with this formula, charge and spin: 46.3 kcal per mole
- Molecular weight: 118.2 g/mol
- Total charge: -1
- E_HOMO: -2.63 eV
- Lowest unoccupied orbital energy: 3.91 eV
- SMILES string: NCNCCNC[O-]
- Kohn-Sham gap: 6.54 eV

[3]
Molecular formula: C29H26GeN3O3SSn
Method: DFT, the ωB97M-V functional and the def2-TZVPD basis

```
64
Properties=species:S:1:pos:R:3
Sn 0.04 0.58 -0.86
N 3.65 -1.41 1.92
C 2.45 -1.22 1.31
S 2.29 -1.55 -0.31
N 1.44 -0.71 2.08
N 0.20 -0.49 1.45
C -0.83 -0.91 2.10
C -2.22 -0.75 1.79
C -3.14 -1.34 2.68
C -4.49 -1.19 2.51
C -4.95 -0.43 1.42
C -4.08 0.16 0.54
C -2.68 0.02 0.70
O -1.90 0.61 -0.15
H 4.38 -1.78 1.33
H 3.80 -1.47 2.91
H -0.67 -1.46 3.04
H -2.76 -1.92 3.51
H -5.19 -1.65 3.19
H -6.02 -0.31 1.28
H -4.43 0.75 -0.29
O 1.54 4.27 0.32
C 1.51 3.06 0.44
O 0.48 2.33 0.12
C 2.65 2.34 1.15
C 2.52 2.60 2.65
Ge 0.85 2.29 3.65
C 0.82 0.34 4.24
C 1.48 -0.77 3.52
C 1.37 -2.13 4.09
C 0.87 -2.33 5.33
C 0.37 -1.22 6.04
C 0.36 0.07 5.52
C 1.12 3.11 5.39
C 0.09 3.80 6.03
C 0.28 4.36 7.29
C 1.51 4.23 7.92
C 2.55 3.55 7.30
C 2.35 3.00 6.05
C -0.94 2.67 3.04
C -1.20 3.72 2.16
C -2.51 4.06 1.85
C -3.57 3.37 2.42
C -3.33 2.33 3.30
C -2.02 1.98 3.61
H 3.59 2.76 0.80
H 2.63 1.28 0.92
H 2.72 3.66 2.84
H 3.30 2.06 3.20
H 2.51 -0.44 3.85
H 1.73 -2.96 3.48
H 0.82 -3.32 5.76
H -0.03 -1.38 7.04
H -0.04 0.88 6.12
H -0.87 3.91 5.53
H -0.52 4.90 7.76
H 1.66 4.67 8.90
H 3.51 3.47 7.79
H 3.18 2.49 5.57
H -0.39 4.27 1.69
H -2.70 4.88 1.17
H -4.59 3.64 2.17
H -4.15 1.78 3.74
H -1.86 1.17 4.30
```

- Spin multiplicity: 1
- ΔE to the lowest compared entry with this formula, charge and spin: 19.5 kcal per mole
- Molecular weight: 687.9 g/mol
- Total charge: +1
- E_HOMO: -10.72 eV
- Lowest unoccupied orbital energy: -5.93 eV
- Kohn-Sham gap: 4.79 eV

[4]
Molecular formula: C44H47N5O6
Method: DFT, the ωB97M-V functional and the def2-TZVPD basis

```
102
Properties=species:S:1:pos:R:3
C 6.15 -4.02 0.86
C 5.27 -3.55 0.00
N 4.10 -2.81 0.42
C 3.62 -1.91 -0.57
O 4.36 -1.08 -1.06
C 2.17 -2.25 -0.81
C 1.26 -1.64 -1.64
C 1.75 -0.44 -2.45
C 0.85 0.80 -2.50
C 0.43 1.37 -1.12
C 1.44 1.16 0.01
N 1.06 2.02 1.14
C -0.01 -2.20 -1.69
C -1.04 -1.62 -2.62
C -2.00 -0.72 -2.21
C -2.87 -0.23 -3.14
N -2.89 -0.55 -4.43
C -1.95 -1.40 -4.79
C -1.02 -1.96 -3.95
C -0.35 -3.32 -0.90
C -1.74 -3.94 -0.90
C -2.25 -4.36 -2.31
C -2.72 -2.92 -0.21
C -3.33 -3.49 1.10
C -3.52 -2.41 2.18
C 0.62 -3.86 -0.05
C 0.36 -5.05 0.89
C 0.77 -6.39 0.21
C -0.19 -6.94 -0.81
C 0.12 -6.90 -2.15
C -0.72 -7.43 -3.09
C -1.91 -7.99 -2.74
C -2.25 -8.01 -1.41
C -1.40 -7.51 -0.46
C 1.89 -3.34 -0.02
C 3.08 -3.75 0.81
O 3.21 -4.63 1.63
H 6.94 -4.69 0.53
H 6.08 -3.81 1.92
H 5.46 -3.72 -1.06
H 2.67 -0.11 -1.96
H 2.06 -0.75 -3.45
H -0.03 0.67 -3.13
H 1.43 1.59 -2.99
H 0.34 2.46 -1.25
H -0.58 1.05 -0.85
H 1.31 0.14 0.38
H 2.47 1.35 -0.31
H 1.70 1.91 1.91
H 0.96 2.98 0.85
H -2.02 -0.46 -1.16
H -3.63 0.48 -2.80
H -1.91 -1.67 -5.84
H -0.27 -2.66 -4.32
H -1.80 -4.83 -0.27
H -2.83 -5.27 -2.18
H -2.97 -3.61 -2.65
H -1.46 -4.49 -3.04
H -2.14 -2.04 0.07
H -3.55 -2.66 -0.87
H -4.32 -3.90 0.90
H -2.72 -4.30 1.51
H -4.22 -1.65 1.83
H -3.98 -2.87 3.06
H -2.58 -1.96 2.51
H 1.03 -4.90 1.74
H -0.66 -5.04 1.27
H 0.94 -7.11 1.01
H 1.74 -6.24 -0.27
H 1.05 -6.44 -2.49
H -0.46 -7.42 -4.15
H -2.59 -8.41 -3.47
H -3.20 -8.43 -1.10
H -1.68 -7.57 0.59
O -0.82 7.42 3.88
N -0.48 6.33 3.45
O -0.92 5.82 2.44
C 0.52 5.57 4.22
C 1.01 6.10 5.40
C 1.94 5.38 6.13
C 2.36 4.13 5.67
C 1.86 3.62 4.48
C 0.94 4.34 3.75
H 0.68 7.07 5.75
H 2.33 5.78 7.05
H 3.08 3.57 6.25
H 2.20 2.65 4.13
H 0.55 3.94 2.82
O 2.10 11.15 0.62
N 1.14 11.57 0.00
O 1.16 12.56 -0.70
C -0.13 10.84 0.12
C -0.19 9.73 0.95
C -1.39 9.06 1.08
C -2.51 9.49 0.38
C -2.43 10.60 -0.45
C -1.23 11.28 -0.58
H 0.68 9.39 1.49
H -1.46 8.19 1.72
H -3.45 8.97 0.49
H -3.30 10.94 -0.99
H -1.17 12.15 -1.23
```

- Spin multiplicity: 1
- Molecular weight: 741.9 g/mol
- E_HOMO: -9.25 eV
- Lowest unoccupied orbital energy: -0.75 eV
- SMILES string: C=CN1C(=O)c2c(CCCCN)c(-c3ccncc3)c([C@H](C)CCC)c(CCc3ccccc3)c2C1=O.O=[N+]([O-])c1ccccc1.O=[N+]([O-])c1ccccc1
- Kohn-Sham gap: 8.50 eV

[5]
Molecular formula: C18H26Cl3O7Sr
Method: DFT, the ωB97M-V functional and the def2-TZVPD basis

```
55
Properties=species:S:1:pos:R:3
Sr -0.54 0.33 -0.05
C -3.44 -0.87 -1.33
C -2.72 -2.21 -1.32
O -1.36 -1.98 -0.98
C -0.39 -2.88 -1.50
C 0.76 -2.94 -0.52
O 1.20 -1.61 -0.24
C 2.32 -1.60 0.65
C 2.61 -0.17 1.05
O 1.43 0.36 1.64
C 1.60 1.58 2.37
C 0.51 2.57 1.99
O -0.79 1.97 1.92
C -1.42 1.58 3.13
C -1.31 0.08 3.34
O -1.64 -0.64 2.15
C -2.95 -1.17 1.99
C -3.79 -0.34 1.04
O -3.11 -0.07 -0.19
H -4.52 -1.02 -1.41
H -3.11 -0.29 -2.19
H -2.82 -2.66 -2.31
H -3.16 -2.90 -0.59
H -0.05 -2.52 -2.48
H -0.81 -3.89 -1.61
H 1.57 -3.53 -0.95
H 0.43 -3.41 0.41
H 3.20 -2.03 0.15
H 2.08 -2.19 1.53
H 2.90 0.44 0.19
H 3.44 -0.19 1.77
H 2.56 2.04 2.12
H 1.59 1.35 3.44
H 0.70 2.95 0.99
H 0.51 3.39 2.71
H -2.47 1.88 3.04
H -0.99 2.11 3.98
H -1.96 -0.23 4.17
H -0.29 -0.20 3.58
H -3.46 -1.24 2.96
H -2.82 -2.18 1.60
H -4.01 0.64 1.48
H -4.74 -0.85 0.85
Cl 4.44 1.90 -5.64
C 3.33 1.89 -4.31
C 2.14 1.19 -4.41
C 1.27 1.20 -3.33
Cl -0.22 0.29 -3.41
C 1.52 1.89 -2.13
O 0.68 1.90 -1.14
C 2.76 2.56 -2.09
Cl 3.18 3.40 -0.62
C 3.65 2.57 -3.14
H 1.89 0.65 -5.31
H 4.59 3.11 -3.06
```

- Spin multiplicity: 1
- ΔE to the lowest compared entry with this formula, charge and spin: 0.0 kcal per mole
- Molecular weight: 548.4 g/mol
- Total charge: +1
- E_HOMO: -9.87 eV
- Lowest unoccupied orbital energy: -2.17 eV
- Kohn-Sham gap: 7.70 eV

[6]
Molecular formula: C3H5Br
Method: DFT, the ωB97M-V functional and the def2-TZVPD basis

```
9
Properties=species:S:1:pos:R:3
C 0.28 0.43 -0.63
C 0.91 -0.72 0.06
C -0.79 0.74 0.48
Br -2.45 -0.13 0.04
H 0.92 1.22 -0.62
H -0.11 0.30 -1.65
H 0.29 -1.71 -0.01
H 1.66 -0.73 0.72
H -0.71 0.60 1.60
```

- Spin multiplicity: 1
- ΔE to the lowest compared entry with this formula, charge and spin: 72.9 kcal per mole
- Molecular weight: 121.0 g/mol
- E_HOMO (alpha / beta): -8.40 / -8.36 eV
- Lowest unoccupied orbital energy (alpha / beta): -0.06 / 0.13 eV
- Kohn-Sham gap (alpha / beta): 8.34 / 8.49 eV